Record 1
{
  "formula": "C4H7NO2",
  "method": "ωB97M-V/def2-TZVPD",
  "symbols": ["C", "C", "C", "N", "C", "O", "O", "H", "H", "H", "H", "H", "H", "H"],
  "xyz": [[1.2856, 1.0265, 0.8678], [-0.0206, 0.6551, 0.2067], [0.1173, -0.2057, -1.0613], [-1.0737, -1.0244, -0.9244], [-1.4646, -1.1139, 0.4007], [-2.2340, -1.8930, 0.8961], [-0.8185, -0.1412, 1.0994], [1.8795, 0.1243, 1.0383], [1.1113, 1.5299, 1.8225], [1.8579, 1.7063, 0.2260], [-0.6081, 1.5536, -0.0224], [1.0705, -0.7705, -1.1182], [0.1128, 0.4132, -1.9587], [-1.2155, -1.8603, -1.4725]],
  "nbo_charge": [-0.623, 0.087, -0.237, -0.649, 0.879, -0.599, -0.496, 0.214, 0.230, 0.217, 0.181, 0.183, 0.204, 0.409],
  "mol_weight_g_mol": 101.105,
  "e_above_lowest_ev": 0.031,
  "homo_lumo_gap_ev": 10.9,
  "smiles": "C[C@H]1CNC(=O)O1",
  "spin_multiplicity": 1
}

---

Record 2
{
  "formula": "C4H7NO2",
  "method": "ωB97M-V/def2-TZVPD",
  "symbols": ["C", "C", "N", "O", "C", "C", "O", "H", "H", "H", "H", "H", "H", "H"],
  "xyz": [[-2.3531, -0.2801, -0.0021], [-0.8128, -0.2343, -0.0671], [-0.2518, -1.3765, -0.0326], [1.1502, -1.4604, -0.2803], [1.8390, -0.3662, 0.2976], [1.1690, 0.9737, -0.2641], [-0.2503, 1.0659, 0.0206], [-2.6594, -1.3837, -0.2787], [-2.5974, 0.7031, -0.6890], [-2.6740, 0.0498, 0.9616], [1.6462, -0.1963, 1.4005], [2.7983, -0.5397, -0.0962], [1.4526, 1.1922, -1.2618], [1.5435, 1.8525, 0.2916]],
  "nbo_charge": [-0.665, 0.488, -0.215, -0.375, -0.109, -0.106, -0.498, 0.263, 0.232, 0.227, 0.180, 0.211, 0.182, 0.185],
  "mol_weight_g_mol": 101.105,
  "e_above_lowest_ev": 4.104,
  "homo_lumo_gap_ev": 10.4,
  "smiles": "CC1=NOCCO1",
  "spin_multiplicity": 1
}

---

Record 3
{
  "formula": "C4H7NO2",
  "method": "ωB97M-V/def2-TZVPD",
  "symbols": ["C", "C", "O", "C", "C", "N", "O", "H", "H", "H", "H", "H", "H", "H"],
  "xyz": [[1.9607, 0.3473, 0.5662], [0.9290, -0.1767, -0.0839], [0.8064, -0.2264, -1.4466], [-0.2592, -0.8302, 0.5802], [-1.4822, 0.0196, 0.4348], [-2.0151, 0.2839, -0.7296], [-2.2799, 1.6349, -0.6112], [2.0092, 0.3146, 1.6409], [2.8057, 0.7755, 0.0444], [1.5074, 0.2925, -1.8614], [-0.0470, -1.0177, 1.6303], [-0.4356, -1.7939, 0.0867], [-2.0264, 0.3501, 1.3095], [-1.4732, 0.0266, -1.5604]],
  "nbo_charge": [-0.510, 0.336, -0.700, -0.544, 0.232, -0.195, -0.628, 0.216, 0.204, 0.493, 0.240, 0.250, 0.213, 0.395],
  "mol_weight_g_mol": 101.105,
  "e_above_lowest_ev": 5.334,
  "homo_lumo_gap_ev": [7.9, 7.9],
  "smiles": "C=C(O)C/C=[NH+]/[O-]",
  "spin_multiplicity": 1
}

---

Record 4
{
  "formula": "C4H7NO2",
  "method": "ωB97M-V/def2-TZVPD",
  "symbols": ["H", "N", "C", "C", "O", "C", "C", "O", "H", "H", "H", "H", "H", "H"],
  "xyz": [[1.3899, -1.8558, 1.0959], [1.4379, -0.8770, 0.8174], [0.6969, -0.6781, -0.1818], [-0.1509, -1.6261, -0.9777], [0.5715, 0.5650, -0.7428], [0.2132, 1.6544, 0.0813], [-1.0401, 1.3790, 0.9217], [-1.1121, 0.5384, 1.7831], [0.3183, -1.8098, -1.9488], [-0.3153, -2.5706, -0.4603], [-1.1114, -1.1397, -1.1675], [1.0428, 1.9655, 0.7209], [-0.0145, 2.4492, -0.6290], [-1.9265, 2.0057, 0.6877]],
  "nbo_charge": [0.347, -0.658, 0.574, -0.695, -0.527, -0.165, 0.404, -0.484, 0.238, 0.221, 0.230, 0.210, 0.196, 0.108],
  "mol_weight_g_mol": 101.105,
  "e_above_lowest_ev": 1.998,
  "homo_lumo_gap_ev": 10.2,
  "smiles": "[H]/N=C(\\C)OCC=O",
  "spin_multiplicity": 1
}